Arrangement w

This record from the OMol25 dataset describes a cluster of 2 separate species, C4H9NO2 in total. The level of theory is the ωB97M-V functional and the def2-TZVPD basis.

Positions of all 16 atoms, in Å:
C -1.481 2.516 -1.002
N -1.702 1.127 -1.322
C -0.956 0.218 -0.894
O 0.053 0.298 -0.001
H -0.860 2.976 -1.777
H -2.450 3.010 -1.017
H -1.017 2.698 -0.025
H -1.120 -0.808 -1.200
H 0.453 1.214 0.045
C 1.268 -1.882 1.677
C 1.296 -1.923 0.183
O 0.536 -2.515 -0.524
H 0.318 -2.258 2.049
H 1.413 -0.857 2.009
H 2.084 -2.493 2.064
H 2.164 -1.321 -0.263

Summary:
Kohn-Sham gap   10.2712 eV
SMILES   C/N=C\O.CC=O

***

Arrangement x

This record from the OMol25 dataset describes an isolated molecule of C4H9NO2. The level of theory is the ωB97M-V functional and the def2-TZVPD basis.

Positions of all 16 atoms, in Å:
C 0.513 -0.379 -1.357
C 0.974 0.347 -0.064
O 1.902 1.423 -0.213
C -0.341 0.902 0.486
C -1.308 -0.272 0.463
N -1.230 -1.102 1.515
O -2.070 -0.548 -0.468
H 0.530 0.365 -2.151
H -0.713 -0.602 -1.374
H 1.248 -1.166 -1.609
H 1.409 -0.349 0.675
H 2.490 1.222 -0.952
H -0.265 1.345 1.485
H -0.693 1.659 -0.219
H -1.750 -1.963 1.449
H -0.695 -0.883 2.334

Summary:
Kohn-Sham gap   10.5427 eV
SMILES   C[C@@H](O)CC(N)=O

***

Decreasing stability: arrangement x, arrangement w

***

Arrangement w

This record from the OMol25 dataset describes an isolated molecule of C4H9NO2. The level of theory is the ωB97M-V functional and the def2-TZVPD basis.

Positions of all 16 atoms, in Å:
C -1.997 -0.647 -0.074
O -1.550 0.585 0.441
C -0.274 0.347 0.977
C 0.850 0.278 -0.083
C 0.782 0.997 -1.398
N 1.917 -0.382 0.131
O 1.907 -1.001 1.371
H -3.059 -0.489 -0.294
H -1.438 -0.876 -0.994
H -1.791 -1.474 0.621
H -0.338 -0.613 1.480
H -0.063 1.201 1.639
H 0.628 2.061 -1.230
H -0.046 0.614 -1.991
H 1.711 0.840 -1.955
H 2.760 -1.442 1.361

Summary:
Kohn-Sham gap   10.6004 eV
SMILES   COC/C(C)=N\O

***

Arrangement x

This record from the OMol25 dataset describes a cluster of 2 separate species, C4H9NO2 in total. The level of theory is the ωB97M-V functional and the def2-TZVPD basis.

Positions of all 16 atoms, in Å:
C -0.846 0.785 -0.702
C 0.092 0.418 1.626
C -0.246 -0.085 0.250
N 0.684 -2.281 0.594
C 0.079 -1.343 -0.162
O -1.227 0.367 -1.899
O 0.525 1.808 -1.793
H -0.518 1.081 -2.356
H 0.476 2.773 -1.790
H -1.283 1.708 -0.317
H 0.895 -3.188 0.219
H 0.987 -2.086 1.532
H -0.168 -1.636 -1.175
H 1.176 0.494 1.770
H -0.321 1.414 1.790
H -0.307 -0.231 2.413

Summary:
Kohn-Sham gap (alpha / beta)   9.0759 / 9.0765 eV

***

Arrangement y

This record from the OMol25 dataset describes an isolated molecule of C4H9NO2. The level of theory is the ωB97M-V functional and the def2-TZVPD basis.

Positions of all 16 atoms, in Å:
C -0.920 1.726 0.091
C -0.656 0.227 -0.205
O -1.450 -0.694 0.577
C 0.789 -0.192 -0.147
N 1.300 -0.652 1.158
C 1.135 -1.342 -1.107
O 1.114 -1.193 -2.297
H -1.907 2.089 -0.185
H -0.252 2.413 -0.451
H -0.725 1.897 1.158
H -1.030 0.012 -1.252
H -2.190 -0.163 0.893
H 1.445 0.600 -0.469
H 1.475 -1.653 1.166
H 0.449 -0.716 1.716
H 1.422 -2.362 -0.645

Summary:
Kohn-Sham gap   10.3885 eV
SMILES   C[C@H](O)[C@@H](N)C=O

***

Decreasing stability: arrangement y, arrangement x, arrangement w

***

Arrangement w

This record from the OMol25 dataset describes a cluster of 2 separate species, C4H9NO2 in total. The level of theory is the ωB97M-V functional and the def2-TZVPD basis.

Positions of all 16 atoms, in Å:
C -2.535 -0.197 0.472
N -1.263 -0.440 -0.203
C -0.179 0.228 0.110
C 0.716 0.854 -1.054
O -0.019 1.146 -2.003
O 1.904 0.999 -0.803
C 2.233 -0.533 0.883
H -2.415 -0.331 1.547
H -3.296 -0.890 0.112
H -2.858 0.830 0.270
H -1.324 -0.613 -1.205
H 1.059 -0.511 0.550
H -0.243 0.806 1.035
H 2.711 0.402 1.217
H 2.838 -0.957 0.072
H 2.060 -1.212 1.701

Summary:
Kohn-Sham gap   8.5097 eV

***

Arrangement x

This record from the OMol25 dataset describes a cluster of 2 separate species, C4H9NO2 in total. The level of theory is the ωB97M-V functional and the def2-TZVPD basis.

Positions of all 16 atoms, in Å:
C -4.953 -0.057 0.727
O -3.724 0.638 0.703
C -2.604 -0.210 0.721
C -1.350 0.663 0.710
C -0.116 -0.129 0.732
N 0.832 -0.759 0.973
H -5.051 -0.712 -0.153
H -5.043 -0.665 1.642
H -5.753 0.691 0.711
H -2.623 -0.839 1.629
H -2.614 -0.878 -0.157
H -1.342 1.294 -0.192
H -1.353 1.327 1.586
O 1.481 -1.090 -2.015
H 1.103 -0.201 -2.116
H 1.799 -1.183 -1.073

Summary:
Kohn-Sham gap   11.2433 eV
SMILES   COCCC#N.O

***

Arrangement y

This record from the OMol25 dataset describes a cluster of 2 separate species, C4H9NO2 in total. The level of theory is the ωB97M-V functional and the def2-TZVPD basis.

Positions of all 16 atoms, in Å:
N 2.256 -1.914 1.895
C 1.513 -0.951 1.351
O 0.228 -1.322 1.450
C 0.428 1.352 -0.147
C -0.891 1.210 -0.267
C -1.518 0.440 -1.397
O -1.820 1.358 -2.437
H 1.863 -2.755 2.310
H 3.256 -1.799 1.910
H 0.884 1.935 0.646
H 1.115 0.868 -0.835
H -0.276 -0.597 1.041
H -1.563 1.722 0.421
H -0.813 -0.336 -1.739
H -2.430 -0.071 -1.047
H -2.230 0.861 -3.155

Summary:
Kohn-Sham gap   9.6059 eV

***

Arrangement z

This record from the OMol25 dataset describes a cluster of 2 separate species, C4H9NO2 in total. The level of theory is the ωB97M-V functional and the def2-TZVPD basis.

Positions of all 16 atoms, in Å:
H 0.625 -0.254 1.340
N 1.283 -0.004 0.597
C 0.631 0.424 -0.400
C -0.871 0.532 -0.452
O -1.393 -0.089 0.691
C -2.675 0.363 1.044
H 1.184 0.726 -1.297
H -1.151 1.598 -0.496
H -1.250 0.059 -1.374
H -2.659 1.433 1.299
H -3.401 0.201 0.234
H -2.984 -0.211 1.920
C 3.163 -1.193 -0.769
O 3.783 -0.321 -1.325
H 2.283 -1.675 -1.240
H 3.431 -1.587 0.227

Summary:
Kohn-Sham gap   10.3554 eV
SMILES   [H]/N=C\COC.C=O

***

Decreasing stability: arrangement x, arrangement z, arrangement y, arrangement w

***

Arrangement w

This record from the OMol25 dataset describes an isolated molecule of C4H9NO2. The level of theory is the ωB97M-V functional and the def2-TZVPD basis.

Positions of all 16 atoms, in Å:
N 0.105 1.779 0.154
C 0.217 0.315 0.042
C 1.482 -0.073 -0.688
O 2.645 0.387 -0.085
C -1.012 -0.275 -0.688
C -1.770 -1.280 0.137
O -2.282 -1.019 1.192
H -0.040 2.043 1.120
H 0.974 2.205 -0.149
H 0.278 -0.137 1.036
H 1.475 -1.133 -0.962
H 1.453 0.374 -1.701
H 3.146 -0.328 0.327
H -0.709 -0.717 -1.645
H -1.660 0.556 -0.954
H -1.831 -2.314 -0.264

Summary:
Kohn-Sham gap   10.0751 eV
SMILES   N[C@H](CO)CC=O

***

Arrangement x

This record from the OMol25 dataset describes an isolated molecule of C4H9NO2. The level of theory is the ωB97M-V functional and the def2-TZVPD basis.

Positions of all 16 atoms, in Å:
C -2.539 0.688 0.833
C -1.573 -0.398 0.385
N -0.387 0.194 -0.197
C 0.823 -0.422 -0.165
O 1.147 -1.332 0.569
O 1.631 0.159 -1.085
C 3.017 -0.119 -0.944
H -2.761 1.377 0.009
H -3.485 0.249 1.163
H -2.115 1.271 1.655
H -1.246 -1.015 1.225
H -2.058 -1.065 -0.341
H -0.500 0.889 -0.918
H 3.472 0.121 -1.906
H 3.436 0.522 -0.162
H 3.181 -1.167 -0.686

Summary:
Kohn-Sham gap   10.6637 eV
SMILES   CCNC(=O)OC

***

Arrangement y

This record from the OMol25 dataset describes an isolated molecule of C4H9NO2. The level of theory is the ωB97M-V functional and the def2-TZVPD basis.

Positions of all 16 atoms, in Å:
C 1.404 -1.270 0.411
N 1.255 0.067 -0.139
C 0.740 1.009 0.892
C -0.597 1.291 0.290
O -0.919 2.253 -0.356
O -1.293 0.110 0.287
C -1.820 -0.197 -0.987
H 2.228 -1.285 1.133
H 1.652 -1.940 -0.413
H 0.500 -1.653 0.916
H 0.629 -0.021 -0.996
H 1.346 1.914 1.015
H 0.634 0.531 1.881
H -2.507 -1.037 -0.836
H -0.935 -0.456 -1.704
H -2.317 0.684 -1.396

Summary:
Kohn-Sham gap   10.1375 eV
SMILES   CNCC(=O)OC

***

Decreasing stability: arrangement x, arrangement w, arrangement y

***

Arrangement w

This record from the OMol25 dataset describes an isolated molecule of C4H9NO2. The level of theory is the ωB97M-V functional and the def2-TZVPD basis.

Positions of all 16 atoms, in Å:
C 1.269 1.304 -0.786
C 0.656 -0.040 -0.258
C 0.663 -0.090 1.262
O -0.547 -0.837 1.363
C -0.956 -0.591 0.033
N -1.631 -1.751 -0.431
O -1.802 0.493 -0.162
H 2.336 1.341 -0.487
H 1.274 1.444 -1.874
H 0.837 2.210 -0.333
H 1.233 -0.846 -0.714
H 1.491 -0.605 1.754
H 0.534 0.911 1.701
H -2.553 -1.574 -0.812
H -1.610 -2.536 0.208
H -1.192 1.170 -0.465

Summary:
Kohn-Sham gap   10.2696 eV
SMILES   C[C@H]1CO[C@@]1(N)O

***

Arrangement x

This record from the OMol25 dataset describes an isolated molecule of C4H9NO2. The level of theory is the ωB97M-V functional and the def2-TZVPD basis.

Positions of all 16 atoms, in Å:
H -1.569 3.226 0.605
N -1.487 2.219 0.491
C -0.914 1.720 1.501
O -0.652 0.415 1.665
C -1.044 -0.498 0.635
C 0.174 -1.095 -0.039
O 0.634 -0.222 -1.037
C 1.740 -0.748 -1.723
H -0.564 2.257 2.387
H -1.615 -1.287 1.135
H -1.671 0.009 -0.101
H 0.957 -1.281 0.715
H -0.100 -2.070 -0.479
H 2.617 -0.852 -1.065
H 1.514 -1.737 -2.156
H 1.981 -0.056 -2.534

Summary:
Kohn-Sham gap   10.9913 eV
SMILES   [H]/N=C/OCCOC

***

Arrangement y

This record from the OMol25 dataset describes an isolated molecule of C4H9NO2. The level of theory is the ωB97M-V functional and the def2-TZVPD basis.

Positions of all 16 atoms, in Å:
C -1.751 -1.547 1.105
N -1.000 -0.784 0.129
C 0.173 -1.174 -0.142
O 1.044 -0.527 -0.921
C 0.711 0.800 -1.358
C 0.897 1.797 -0.223
O 0.177 1.451 0.932
H -1.620 -1.097 2.097
H -2.816 -1.504 0.863
H -1.441 -2.600 1.166
H 0.631 -2.085 0.255
H 1.405 1.008 -2.178
H -0.314 0.816 -1.743
H 1.961 1.843 0.041
H 0.602 2.792 -0.592
H -0.586 0.913 0.638

Summary:
Kohn-Sham gap   10.5468 eV
SMILES   C/N=C/OCCO

***

Decreasing stability: arrangement y, arrangement x, arrangement w

***

Arrangement w

This record from the OMol25 dataset describes an isolated molecule of C5H10O. The level of theory is the ωB97M-V functional and the def2-TZVPD basis.

Positions of all 16 atoms, in Å:
C 2.106 -0.288 -0.101
C 0.864 0.492 -0.481
O 0.951 1.616 -0.930
C -0.489 -0.185 -0.266
C -1.623 0.717 -0.741
C -0.672 -0.595 1.203
H 2.241 -0.260 0.986
H 2.034 -1.338 -0.400
H 2.977 0.176 -0.566
H -0.472 -1.107 -0.867
H -1.482 1.012 -1.785
H -1.651 1.635 -0.146
H -2.590 0.212 -0.645
H -0.617 0.283 1.856
H 0.080 -1.319 1.534
H -1.657 -1.051 1.348

Summary:
Kohn-Sham gap   10.5025 eV
SMILES   CC(=O)C(C)C

***

Arrangement x

This record from the OMol25 dataset describes a cluster of 2 separate species, C5H10O in total. The level of theory is the ωB97M-V functional and the def2-TZVPD basis.

Positions of all 16 atoms, in Å:
C -0.010 2.094 -1.163
C 0.036 0.801 -0.806
C -0.352 0.130 0.431
C 0.566 -0.056 1.411
C -1.702 -0.504 0.546
H -0.470 2.865 -0.559
H 0.501 2.339 -2.083
H 0.569 0.262 -1.585
H 0.224 -0.678 2.239
H 1.304 0.672 1.709
H -2.022 -0.933 1.499
H -2.520 0.184 0.311
H -1.752 -1.333 -0.168
O 1.627 -2.041 -0.856
H 1.426 -1.745 0.047
H 2.573 -2.057 -0.973

Summary:
Kohn-Sham gap   10.2542 eV
SMILES   C=CC(=C)C.O

***

Decreasing stability: arrangement w, arrangement x